Entry from OMol25: a cluster of 7 separate species, C11H9Cl24NO in total (wB97M-V/def2-TZVPD).

Structure (XYZ):
```
46
Properties=species:S:1:pos:R:3:forces:R:3:mulliken_charge:R:1
C -3.325 1.280 -3.431 0.22 0.28 0.59 -1.18
C -1.995 1.972 -2.852 -0.20 -0.51 -0.59 1.44
C -1.827 1.773 -1.266 0.86 -0.06 -0.91 -0.61
N -0.604 0.898 -1.191 0.18 -0.16 0.19 -0.12
C 0.255 1.151 -2.394 1.45 0.07 -0.52 0.18
O 1.494 1.310 -2.390 -4.68 -0.71 0.09 -0.56
C -0.799 1.207 -3.600 0.80 0.98 1.22 -0.83
H -4.206 1.999 -3.496 1.10 -1.01 -0.08 0.25
H -3.604 0.445 -2.685 0.35 1.15 -1.29 0.33
H -3.067 0.797 -4.444 -0.78 0.91 1.51 0.30
H -1.810 3.083 -3.020 -0.94 -1.63 -0.44 -0.40
H -2.805 1.373 -0.835 1.67 0.13 -0.33 0.25
H -1.504 2.685 -0.661 -0.93 -0.78 -1.16 0.05
H -0.875 -0.086 -1.059 0.70 0.53 -0.26 0.25
H -0.948 0.105 -3.892 -0.24 1.66 0.52 0.34
H -0.557 1.824 -4.524 0.24 -1.00 1.22 0.38
C 2.348 -0.561 1.089 0.24 0.36 -0.20 0.10
Cl 1.203 -1.743 0.416 0.12 0.05 0.13 -0.08
Cl 3.428 -1.376 2.244 -0.27 0.39 0.08 -0.01
Cl 3.309 0.149 -0.225 -0.32 -0.08 0.45 -0.01
Cl 1.453 0.722 1.931 0.15 -0.30 -0.13 0.00
C -2.059 6.490 -2.698 0.01 0.07 0.00 0.33
Cl -3.499 5.751 -3.432 0.21 0.08 0.11 -0.10
Cl -0.916 5.214 -2.226 -0.03 0.46 0.03 -0.05
Cl -1.285 7.573 -3.872 -0.14 -0.20 0.20 -0.09
Cl -2.537 7.417 -1.260 0.08 -0.18 -0.24 -0.10
C 2.363 -3.024 5.763 -0.08 0.06 -0.05 0.30
Cl 1.274 -2.477 4.467 0.12 0.01 0.63 -0.03
Cl 2.053 -4.735 6.118 0.18 0.35 -0.02 -0.08
Cl 4.052 -2.828 5.243 -0.24 -0.05 0.12 -0.11
Cl 2.077 -2.056 7.224 0.06 -0.15 -0.24 -0.10
C 5.317 -3.327 -1.519 0.02 -0.01 0.07 0.28
Cl 7.067 -3.635 -1.486 -0.25 0.04 -0.02 -0.11
Cl 4.779 -2.795 0.088 0.35 -0.46 -0.67 0.03
Cl 4.961 -2.060 -2.712 0.05 -0.21 0.19 -0.10
Cl 4.462 -4.819 -1.966 0.12 0.21 0.05 -0.11
C -0.249 -6.349 2.893 0.03 0.02 -0.07 0.25
Cl 0.576 -4.856 2.393 -0.19 -0.47 -0.03 0.04
Cl 0.727 -7.754 2.414 -0.15 0.23 0.08 -0.10
Cl -0.467 -6.353 4.655 -0.10 -0.06 -0.35 -0.09
Cl -1.839 -6.437 2.104 0.23 0.01 0.11 -0.10
C -2.484 2.410 2.819 0.00 -0.05 0.02 0.31
Cl -2.238 0.793 2.126 -0.04 0.27 0.16 -0.06
Cl -0.911 3.208 3.037 -0.25 -0.13 -0.07 -0.09
Cl -3.492 3.379 1.721 0.15 -0.13 0.16 -0.09
Cl -3.296 2.264 4.392 0.14 0.03 -0.27 -0.10
```
Forces are in eV/Å.

The largest force on an atom is 4.74 eV/Å. As for the charge: 0. Its highest occupied orbital energy is -9.38 eV. The orbital gap comes out at 9.34 eV. The electronic energy is -11599.0061 a.u.

=====

Entry from OMol25: a cluster of 3 separate species, C17H37NO9 in total (wB97M-V/def2-TZVPD).

Structure (XYZ):
```
64
Properties=species:S:1:pos:R:3:forces:R:3:mulliken_charge:R:1
N 2.491 2.174 -0.212 -0.11 -0.47 -0.39 -0.59
C 2.718 1.953 -1.653 0.03 0.00 0.25 -1.06
C 2.815 0.493 -2.121 -0.22 0.10 0.20 0.41
C 2.597 0.388 -3.630 0.15 0.17 -0.05 -0.80
C 2.936 -0.941 -4.332 -0.09 0.05 -0.15 -0.66
C 2.689 -2.250 -3.574 -0.30 -0.10 0.01 -0.47
O 3.890 -3.047 -3.464 0.30 0.21 -0.07 -0.40
C 4.892 -2.589 -2.701 1.05 0.42 -0.35 0.60
O 6.002 -2.311 -3.116 -1.41 -0.55 0.52 -0.54
O 4.526 -2.508 -1.408 0.05 -0.07 -0.10 -0.20
C 5.607 -2.261 -0.500 0.10 0.09 0.16 -0.70
C 5.043 -1.871 0.843 -0.02 -0.01 -0.18 -0.34
O 4.580 -3.054 1.513 -0.13 -0.02 -0.11 -0.33
C 3.770 -2.849 2.557 -1.05 -1.21 0.98 0.27
O 3.155 -3.735 3.114 1.11 1.29 -0.93 -0.49
H 3.057 1.515 0.315 0.07 0.14 0.07 0.25
H 1.531 1.913 -0.001 0.06 0.04 0.15 0.19
H 1.888 2.434 -2.177 0.14 0.09 -0.06 0.45
H 3.645 2.468 -1.922 -0.14 0.08 -0.14 0.38
H 3.792 0.093 -1.828 -0.06 -0.10 -0.03 -0.07
H 2.041 -0.075 -1.588 0.17 -0.06 -0.04 0.30
H 1.557 0.665 -3.837 0.07 -0.08 0.05 0.36
H 3.206 1.165 -4.111 -0.12 -0.06 0.01 0.25
H 3.980 -0.936 -4.663 -0.08 -0.03 0.14 0.42
H 2.339 -0.976 -5.249 0.18 0.01 0.02 0.35
H 2.023 -2.901 -4.143 0.07 0.07 0.12 0.30
H 2.239 -2.102 -2.590 0.17 0.01 0.02 0.33
H 6.201 -3.175 -0.413 0.02 0.13 -0.01 0.40
H 6.241 -1.458 -0.881 -0.07 -0.07 -0.03 0.45
H 5.822 -1.383 1.436 -0.03 -0.09 -0.01 0.41
H 4.212 -1.174 0.695 0.07 -0.03 0.05 0.23
H 3.714 -1.796 2.874 -0.03 0.04 -0.03 0.31
C -3.054 1.688 3.255 -0.03 -0.01 -0.02 -0.72
O -2.132 1.663 4.330 0.04 0.01 -0.03 -0.40
C -1.170 0.628 4.227 -0.09 0.04 0.06 -0.51
C 0.157 1.138 3.713 -0.02 0.00 -0.06 -0.49
O 0.065 1.607 2.376 0.04 0.00 0.02 -0.24
C -0.030 3.018 2.287 -0.05 0.04 -0.05 -0.92
H -3.628 2.609 3.339 -0.01 -0.01 0.03 0.32
H -2.546 1.673 2.288 -0.02 -0.01 -0.01 0.26
H -3.744 0.840 3.308 0.01 -0.01 -0.03 0.34
H -1.535 -0.171 3.574 -0.01 -0.02 -0.01 0.29
H -1.024 0.207 5.226 0.01 0.00 0.00 0.38
H 0.875 0.316 3.734 0.08 -0.05 -0.02 0.31
H 0.526 1.933 4.369 0.01 0.00 0.01 0.35
H 0.929 3.494 2.514 0.00 -0.01 0.02 0.33
H -0.798 3.408 2.960 0.01 0.01 0.00 0.48
H -0.304 3.262 1.262 0.02 0.00 -0.02 0.23
C -6.975 -1.718 -0.176 0.00 0.01 -0.02 -0.65
O -7.223 -0.637 -1.056 0.05 0.01 0.01 -0.38
C -7.429 0.600 -0.397 -0.06 -0.06 -0.06 -0.53
C -6.196 1.474 -0.436 0.05 0.06 0.06 -0.54
O -5.123 0.908 0.299 0.01 -0.03 0.02 -0.27
C -4.150 0.275 -0.509 0.00 0.01 0.03 -0.81
H -6.659 -2.563 -0.785 -0.02 0.00 -0.01 0.24
H -6.188 -1.480 0.543 0.00 -0.01 0.01 0.25
H -7.885 -1.996 0.367 0.01 0.01 0.02 0.32
H -7.731 0.434 0.642 -0.01 0.01 0.02 0.32
H -8.247 1.117 -0.908 0.00 0.00 0.01 0.37
H -6.434 2.442 0.015 0.00 0.00 -0.01 0.37
H -5.898 1.647 -1.475 0.00 0.00 -0.02 0.35
H -3.564 1.013 -1.067 -0.01 -0.01 -0.03 0.30
H -4.605 -0.427 -1.212 0.01 0.00 -0.01 0.41
H -3.482 -0.270 0.157 0.01 0.02 0.01 0.22
```
Forces are in eV/Å.

The largest force on an atom is 1.93 eV/Å. As for the charge: 0. Its highest occupied orbital energy is -9.35 eV. The orbital gap comes out at 9.71 eV. The electronic energy is -1401.7525 a.u.

=====

Entry from OMol25: a cluster of 3 separate species, C3H11O2S in total (wB97M-V/def2-TZVPD).

Structure (XYZ):
```
17
Properties=species:S:1:pos:R:3:forces:R:3:mulliken_charge:R:1
C -1.392 1.508 -0.265 0.00 0.27 1.33 -1.26
C -0.516 0.260 -0.429 0.25 1.18 -0.60 0.23
C -1.288 -1.003 -0.157 -0.12 -1.08 0.10 -0.82
S -0.289 -2.541 -0.107 -0.16 -0.05 -0.15 -0.69
H -1.431 1.835 0.785 0.52 0.20 -0.02 0.29
H -2.450 1.322 -0.381 -0.34 -0.37 -0.84 0.32
H -1.096 2.353 -0.886 0.01 0.03 0.00 0.39
H -0.033 0.367 -1.408 -0.66 -0.80 -0.42 0.19
H 0.426 0.314 0.122 -0.41 -0.04 0.76 -0.06
H -2.121 -1.121 -0.859 0.25 0.14 -0.42 0.27
H -1.837 -0.962 0.790 0.35 0.47 0.25 0.24
H 1.568 -1.431 -1.653 -0.32 -0.21 0.33 0.29
H 2.092 -1.495 -0.248 -0.53 -0.22 -0.10 0.29
O 2.220 -1.017 -1.077 1.14 0.49 -0.23 -0.68
H 1.374 0.893 1.906 -0.26 -0.12 0.29 0.33
H 2.657 0.275 1.541 0.12 -0.25 0.22 0.32
O 2.119 0.445 2.326 0.16 0.36 -0.52 -0.65
```
Forces are in eV/Å.

The largest force on an atom is 1.35 eV/Å. As for the charge: -1. Its highest occupied orbital energy is -2.66 eV. The orbital gap comes out at 6.41 eV. The electronic energy is -669.5902 a.u.